No. 1
The following is a DFT calculation (ωB97M-V with the def2-TZVPD basis set) of a cluster of 3 separate species, C25H57N3O7P in total.

Structure (XYZ):
```
93
Properties=species:S:1:pos:R:3:lowdin_spin:R:1
C 0.09317 1.49239 2.17305 -0.001
C 0.80953 0.18129 1.81836 0.026
C 2.30155 0.52267 1.65686 0.003
C 0.18532 -0.39945 0.53596 0.017
C 0.35283 -1.90127 0.25677 0.001
C 1.58707 -2.32762 -0.57200 0.000
C 2.20390 -1.33005 -1.54572 0.000
C 1.35243 -0.83610 -2.71599 0.000
C 0.90825 -1.93417 -3.69031 0.000
O -0.47500 -1.89273 -4.00937 0.000
P -1.12726 -2.42650 -0.67491 0.001
O -1.08093 -3.81087 -1.18317 0.001
C 0.26632 -2.75068 1.55719 0.018
C 0.99586 -2.18490 2.78104 0.027
C 2.51543 -2.35233 2.71869 0.002
C 0.53226 -2.95282 4.03126 0.000
N 0.57728 -0.76051 2.95329 0.380
O -0.61145 -0.66948 3.42397 0.515
H 0.31175 1.74886 3.20792 0.000
H -0.98306 1.41080 2.06254 0.000
H 0.45184 2.29536 1.53467 0.000
H 2.83908 -0.17722 1.03319 0.000
H 2.40563 1.52491 1.25350 0.000
H 2.77391 0.52440 2.63956 0.002
H 0.55143 0.19781 -0.29790 0.001
H -0.88797 -0.18920 0.61079 0.002
H 2.37669 -2.67317 0.09149 0.000
H 1.29792 -3.21548 -1.14117 0.000
H 2.61811 -0.46629 -1.02524 0.000
H 3.06333 -1.83665 -1.99496 0.000
H 1.98239 -0.14193 -3.27137 0.000
H 0.48193 -0.26082 -2.39458 0.000
H 1.13360 -2.92438 -3.29595 0.000
H 1.46677 -1.82852 -4.62505 0.000
H -0.78550 -1.00052 -3.86377 0.000
H -2.15721 -2.21355 0.26288 0.000
H -1.37003 -1.43038 -1.63917 0.000
H 0.67407 -3.73787 1.34993 0.001
H -0.77891 -2.84697 1.85058 0.003
H 2.97090 -2.03134 3.65305 0.001
H 2.72442 -3.41242 2.58066 0.000
H 2.98533 -1.83675 1.89776 0.000
H -0.50571 -3.25741 3.96478 0.000
H 0.67275 -2.32748 4.91129 0.000
H 1.16705 -3.82740 4.16206 0.000
C -3.20695 4.14079 7.92917 0.000
O -3.59099 3.43815 6.76685 0.000
C -2.58077 3.32995 5.77207 0.000
C -2.07635 1.91110 5.63758 0.000
N -1.31575 1.50069 6.80963 0.000
C -0.96322 0.08453 6.84246 0.001
C -2.08227 -0.94822 6.84520 0.000
O -2.84229 -0.99130 8.03868 0.000
C -3.89237 -0.05002 8.12600 0.000
H -4.10765 4.30816 8.51731 0.000
H -2.49221 3.57885 8.54104 0.000
H -2.76588 5.11086 7.68001 0.000
H -1.75564 4.01552 5.98988 0.000
H -3.02991 3.63024 4.82127 0.000
H -1.42678 1.85100 4.75930 0.000
H -2.94594 1.26837 5.44487 0.000
H -1.83910 1.73196 7.64353 0.000
H -0.35858 -0.08258 7.73758 0.000
H -0.32389 -0.12255 5.97800 0.001
H -1.61152 -1.93095 6.76099 0.000
H -2.74498 -0.84225 5.97784 0.000
H -4.34562 0.14062 7.14918 0.000
H -3.56082 0.90056 8.55489 0.000
H -4.65164 -0.46779 8.78698 0.000
C 2.65521 -0.61562 -9.53301 0.000
O 2.46828 0.78365 -9.47753 0.000
C 1.26721 1.25049 -10.07757 0.000
C 0.29640 1.77074 -9.04140 0.000
N -0.23006 0.69255 -8.21833 0.000
C -1.00971 1.11687 -7.06194 0.000
C -0.33413 1.97938 -6.00193 0.000
O 0.66171 1.31109 -5.24953 0.000
C 1.94219 1.25122 -5.84779 0.000
H 3.67588 -0.81709 -9.21266 0.000
H 1.96972 -1.15680 -8.87099 0.000
H 2.52692 -0.99352 -10.55154 0.000
H 0.80634 0.46029 -10.67783 0.000
H 1.53576 2.07263 -10.74622 0.000
H -0.53631 2.25929 -9.55697 0.000
H 0.82173 2.53956 -8.45764 0.000
H 0.53406 0.10906 -7.90523 0.000
H -1.37514 0.21318 -6.56794 0.000
H -1.88951 1.65935 -7.42430 0.000
H -1.10470 2.26549 -5.28140 0.000
H 0.07198 2.91050 -6.41570 0.000
H 2.15419 2.14658 -6.43755 0.000
H 2.05951 0.36885 -6.48342 0.000
H 2.67652 1.18328 -5.04438 0.000
```

Values from the calculation:
Spin multiplicity ... 2
Kohn-Sham gap (alpha / beta) ... 0.328 / 0.312 hartree



No. 2
The following is a DFT calculation (ωB97M-V with the def2-TZVPD basis set) of a structure of composition C25H58AlBr3F6NO31S10.

Structure (XYZ):
```
135
Properties=species:S:1:pos:R:3:mulliken_charge:R:1
Al 0.70516 -0.35604 -3.18979 1.393
C -1.45318 -1.69257 0.57481 0.089
F -1.99466 -0.64150 1.17376 -0.056
F -1.59901 -2.75351 1.38572 -0.236
F -2.04920 -1.97940 -0.55865 0.361
S 0.44165 -1.54321 0.50497 -0.071
O 0.88818 -1.37734 1.85105 -0.261
O 0.83087 -2.78859 -0.08406 0.019
N 0.68663 -0.20320 -0.52532 0.231
S 1.77379 0.72511 0.25153 0.073
O 2.89774 0.07466 0.84800 -0.593
O 2.01148 1.75853 -0.72941 -0.129
C 0.83822 1.54183 1.70118 0.139
F -0.45989 1.39148 1.48647 0.209
F 1.15045 1.04952 2.89350 -0.220
F 1.27302 2.79220 1.69778 -0.033
O 3.25491 -0.14812 -2.66284 -0.168
H 3.74903 0.44092 -2.05904 0.203
O -2.32827 -0.18870 -2.91486 -0.722
S -3.65472 0.05813 -2.43360 1.214
O -4.54343 -0.94961 -1.93984 -0.713
O -3.52373 1.09685 -1.18644 -0.014
C -4.49663 0.94904 -0.11637 0.448
C -4.70276 2.28490 0.55792 -1.361
C -4.54581 1.18284 -3.52024 -1.169
H -4.15149 0.16768 0.54823 -0.488
H -5.45953 0.70853 -0.56532 0.524
H -5.41801 2.12222 1.36832 0.444
H -5.13438 3.00579 -0.13565 0.412
H -3.83736 2.73361 1.04530 -0.001
H -3.83087 1.34756 -4.32605 0.387
H -4.68314 2.12721 -3.00662 0.260
H -5.48168 0.75793 -3.86798 0.435
O 4.62123 1.89810 -4.43945 -0.638
S 3.34692 2.42910 -4.80584 1.251
O 2.09784 1.71341 -4.71134 -0.386
O 3.23640 3.84943 -4.06842 -0.279
C 3.58500 3.84968 -2.65265 0.805
C 3.47907 5.25801 -2.11545 -1.361
C 3.54764 2.98209 -6.52990 -1.163
H 4.64240 3.58368 -2.58778 0.500
H 3.02857 3.07144 -2.13322 -0.312
H 2.47451 5.61304 -1.89111 0.222
H 4.05346 5.93402 -2.74561 0.400
H 3.95590 5.30359 -1.13266 0.408
H 4.14166 3.88771 -6.51806 0.343
H 2.57069 3.06979 -7.00090 0.365
H 4.01051 2.14879 -7.05569 0.391
O 2.74766 4.24050 3.44512 -0.484
S 2.93084 4.25093 4.86260 1.092
O 4.22027 4.21145 5.46879 -0.639
O 2.16037 5.50332 5.47964 -0.339
C 0.80721 5.74390 5.03003 0.094
C 0.71172 7.00465 4.20478 -1.157
C 2.09976 2.85429 5.65554 -0.697
H 0.32123 5.88258 5.99826 0.312
H 0.20234 4.99467 4.51465 0.048
H 1.17653 6.92816 3.22159 0.245
H 1.05985 7.93556 4.65154 0.349
H -0.35523 7.19372 4.04155 0.354
H 2.13577 3.06991 6.71798 0.410
H 2.54521 1.94839 5.26179 0.332
H 1.05209 2.93112 5.35155 0.056
O 0.17254 -4.89221 -3.86897 -0.636
S -0.67392 -4.34283 -2.87660 1.043
O -0.54216 -2.94198 -2.53936 -0.353
O -2.19174 -4.56732 -3.34202 -0.384
C -3.23151 -3.78294 -2.75661 0.689
C -4.48856 -3.96869 -3.57520 -1.505
C -0.69127 -5.26330 -1.37739 -0.362
H -3.05074 -2.71816 -2.66857 -0.198
H -3.46820 -4.17162 -1.75862 0.082
H -4.42630 -3.41380 -4.51079 0.362
H -5.36153 -3.60196 -3.03089 0.354
H -4.73688 -5.01975 -3.72253 0.426
H -1.34150 -4.69184 -0.69970 -0.323
H 0.23539 -5.23247 -0.81071 0.291
H -1.27610 -6.17914 -1.41297 0.515
O 4.70726 -2.94364 -3.22108 -0.663
S 3.69115 -3.30039 -2.28741 0.952
O 2.31098 -2.98457 -2.58060 -0.330
O 3.79450 -4.86384 -1.96099 -0.322
C 2.90844 -5.82857 -2.60259 0.622
C 3.40526 -7.16834 -2.08615 -1.428
C 4.15609 -2.77998 -0.63243 -0.705
H 2.96081 -5.74926 -3.68785 0.362
H 1.89436 -5.59199 -2.29367 -0.414
H 3.39523 -7.07709 -0.99987 0.344
H 4.36418 -7.40153 -2.53743 0.354
H 2.69496 -7.97000 -2.29335 0.414
H 3.32935 -3.10865 -0.00757 -0.049
H 4.22404 -1.69536 -0.62633 0.305
H 5.10666 -3.25124 -0.40339 0.629
O -0.17022 2.23791 -2.76440 -0.129
S -0.93639 3.38436 -2.36299 0.952
O -2.34990 3.44272 -2.55573 -0.604
O -0.60510 3.66304 -0.82652 0.126
C -1.54607 4.50576 -0.14197 -0.143
C -1.12590 4.73337 1.31011 -1.035
C -0.21543 4.89373 -3.05480 -1.194
H -2.53845 4.06993 -0.04340 -0.172
H -1.64115 5.47003 -0.64289 0.477
H -1.18828 3.81398 1.89450 -0.237
H -1.85791 5.31308 1.87359 0.541
H -0.10097 5.09921 1.28948 0.394
H 0.27556 4.67149 -3.99633 0.423
H 0.51567 5.18911 -2.30762 0.060
H -1.06038 5.57476 -3.04518 0.471
C -1.79466 0.65774 5.14218 -0.014
Br -2.02493 1.06321 7.03348 -0.011
Br -2.45722 2.06120 3.99345 -0.026
Br -2.51416 -1.12399 4.74580 -0.062
H -0.73350 0.58602 4.94757 0.049
C 4.11369 -2.40316 3.20275 -0.152
C 2.85968 -3.19458 3.46708 0.111
O 3.35901 -4.51612 3.79302 -0.348
S 4.87441 -4.42030 4.36852 1.038
O 5.77073 -5.03106 3.45753 -0.526
O 4.96075 -4.75495 5.73752 -0.529
O 4.98456 -2.78534 4.24005 -0.398
H 3.93172 -1.34156 3.04567 0.237
H 4.56846 -2.71206 2.25066 0.185
H 2.22526 -3.41896 2.61746 0.067
H 2.37260 -2.71779 4.31882 0.246
C -5.17528 -2.45456 1.55149 -0.052
C -4.46217 -3.73160 2.04611 0.354
O -5.46016 -4.76050 1.90801 -0.373
S -6.91199 -4.22186 1.56407 1.111
O -7.90773 -4.69750 2.44505 -0.547
O -7.16585 -4.36987 0.17186 -0.523
O -6.53493 -2.69398 1.94378 -0.444
H -5.18683 -2.31816 0.46738 0.123
H -4.88348 -1.50768 1.99660 0.199
H -4.25712 -3.74192 3.11380 0.270
H -3.63752 -3.99045 1.39224 -0.116
```

Values from the calculation:
Net charge ... +1
Spin multiplicity ... 1
Kohn-Sham gap ... 0.142 hartree



We obtain energy values of -54936.534, -433190.767 eV for the records listed above, in that order.